# 1
DFT (the ωB97M-V functional and the def2-TZVPD basis) results for C20H32Br6NS as an isolated structure at a distorted geometry.

Output
Total charge: -1
Gap between HOMO and LUMO: 0.13642 Eh
Energy above the lowest of the compared OMol25 structures with the same formula, charge and spin: 48.7 kcal/mol
Spin multiplicity: 1
Highest occupied orbital energy: -2.167 eV
E_LUMO: 1.545 eV

Last column: Löwdin charge in e.
Positions of all 60 atoms, in Å:
C (2.3732, -0.3608, -0.3871)  -0.146
C (3.0012, 0.3238, -1.1899)  -0.123
C (3.5485, 1.0942, -2.4248)  -0.232
C (2.6413, 1.0688, -3.7232)  -0.244
C (1.5246, -0.0403, -3.7997)  -0.320
C (1.9737, -1.4445, -4.4326)  -0.661
S (3.7711, -1.7906, -4.2354)  0.517
C (1.1727, -2.5582, -3.5780)  -0.319
C (-0.4314, -2.3962, -3.7509)  -0.200
C (-1.1227, -1.9995, -2.3546)  -0.200
C (-2.5158, -1.2594, -2.5127)  -0.168
N (-2.4376, 0.1122, -3.0582)  -0.138
C (-3.3776, 0.6613, -3.9640)  -0.106
C (-2.9708, 2.0640, -4.3233)  -0.105
C (-1.6832, 2.3732, -3.5671)  -0.080
C (-1.4646, 1.1078, -2.8071)  -0.107
H (1.7263, -1.0956, 0.2040)  -0.072
H (3.7095, 2.1813, -2.1099)  0.098
H (4.5961, 0.6939, -2.6375)  0.089
H (2.1256, 2.0887, -3.8093)  0.094
H (3.3305, 1.0225, -4.6317)  0.097
H (0.7241, 0.3671, -4.5127)  0.089
H (0.9804, -0.2542, -2.8309)  0.047
H (4.1394, -1.5338, -2.9136)  -0.193
H (1.4461, -3.6080, -3.9329)  0.080
H (1.4340, -2.4102, -2.4801)  0.072
H (-0.9050, -3.3651, -4.1109)  0.097
H (-0.6858, -1.5501, -4.4760)  0.102
H (-1.3373, -2.9748, -1.7982)  0.111
H (-0.4331, -1.4118, -1.6677)  0.079
H (-3.1837, -1.8989, -3.1796)  0.125
H (-3.0849, -1.1795, -1.5240)  0.121
H (-4.2967, 0.1472, -4.3521)  0.099
H (-3.4898, 2.7822, -5.0105)  0.066
H (-1.0385, 3.2957, -3.5569)  0.081
H (-0.5734, 1.0241, -2.1292)  0.105
Br (2.4693, 1.5176, 4.2721)  0.601
C (1.1826, 2.3356, 3.0571)  -0.694
C (0.0555, 1.3888, 2.7381)  -0.697
Br (0.6230, 0.0336, 1.4519)  0.837
H (1.7361, 2.6589, 2.1769)  0.059
H (0.8093, 3.2113, 3.5882)  0.007
H (-0.7650, 1.9168, 2.2520)  0.035
H (-0.3259, 0.8625, 3.6124)  0.007
Br (-1.1882, 0.5929, 6.8666)  0.621
C (-2.4313, 2.0818, 7.0508)  -0.691
C (-3.0698, 2.4362, 5.7315)  -0.670
Br (-1.8364, 3.4288, 4.5959)  0.706
H (-1.8748, 2.9055, 7.4942)  0.051
H (-3.1846, 1.7344, 7.7594)  0.056
H (-3.9173, 3.1053, 5.8846)  0.056
H (-3.3969, 1.5674, 5.1625)  0.058
Br (-1.2490, -3.5301, 4.2452)  0.599
C (0.2811, -2.3228, 4.2004)  -0.723
C (1.4115, -2.8388, 5.0519)  -0.677
Br (1.0588, -2.5460, 6.9461)  0.574
H (-0.0784, -1.3428, 4.5095)  0.009
H (0.5787, -2.2816, 3.1527)  0.012
H (2.3292, -2.2874, 4.8443)  0.057
H (1.5958, -3.9040, 4.9239)  0.052

# 2
DFT (the ωB97M-V functional and the def2-TZVPD basis) results for a 3-piece molecular cluster, C20H32Cl3NO10 overall at a distorted geometry.

Output
Total charge: 0
Gap between HOMO and LUMO: 0.38312 Eh
Spin multiplicity: 1
Highest occupied orbital energy: -10.032 eV
E_LUMO: 0.393 eV

Last column: Löwdin charge in e.
Positions of all 66 atoms, in Å:
C (3.3522, 0.5576, -1.1663)  -0.104
C (2.5326, 0.4777, 0.1272)  -0.259
C (1.8989, 1.7764, 0.5793)  -0.630
Cl (3.1949, 3.0472, 0.7378)  0.640
N (0.8700, 2.2876, -0.3141)  -0.082
C (0.1750, 1.2607, -1.0377)  -0.567
O (0.4510, 0.9511, -2.1496)  0.168
O (-0.7497, 0.6646, -0.2902)  0.007
C (-1.4942, -0.3980, -0.9265)  -0.136
C (-2.5474, 0.0807, -1.9212)  -0.146
C (-3.8900, 0.4316, -1.2737)  -0.150
C (-3.7438, 1.3778, -0.0978)  -0.196
O (-5.0511, 1.8478, 0.2709)  -0.011
C (-5.1915, 2.2947, 1.5230)  -0.371
O (-6.1160, 2.9445, 1.8774)  0.100
C (0.0944, 3.3788, 0.2145)  -0.684
Cl (-0.8492, 2.9892, 1.7156)  0.625
C (-0.7299, 3.9805, -0.9296)  -0.733
C (0.1812, 4.7931, -1.8399)  -0.109
Cl (-2.0522, 5.0296, -0.3400)  0.624
H (4.3914, 0.8009, -0.9400)  0.065
H (2.9673, 1.3091, -1.8558)  0.066
H (3.3490, -0.4098, -1.6706)  0.076
H (1.7616, -0.2975, 0.0868)  0.113
H (3.1885, 0.1743, 0.9440)  0.092
H (1.5125, 1.6847, 1.5964)  0.085
H (-2.0022, -0.8917, -0.0954)  0.134
H (-0.8100, -1.1314, -1.3548)  0.124
H (-2.7167, -0.7614, -2.5974)  0.097
H (-2.1709, 0.8929, -2.5485)  0.120
H (-4.4236, -0.4746, -0.9758)  0.120
H (-4.5263, 0.9388, -2.0043)  0.128
H (-3.1502, 2.2512, -0.3767)  0.095
H (-3.2743, 0.9000, 0.7685)  0.113
H (-4.4246, 1.9035, 2.2169)  0.145
H (0.8126, 4.1246, 0.5519)  0.077
H (-1.2256, 3.1913, -1.4983)  0.085
H (0.6061, 5.6292, -1.2804)  0.084
H (-0.3767, 5.1755, -2.6935)  0.080
H (1.0028, 4.1648, -2.1897)  0.085
C (6.0268, -0.5516, 4.7924)  -0.010
C (4.5524, -0.2253, 4.6452)  -0.306
C (3.6162, -0.8604, 5.6546)  -0.091
O (2.3915, -0.9578, 4.9193)  0.069
C (2.7023, -1.0295, 3.6054)  -0.563
O (1.9306, -1.2771, 2.7344)  0.159
O (4.0155, -0.7662, 3.4164)  0.070
H (6.6129, 0.3477, 4.9702)  0.083
H (6.2039, -1.2375, 5.6214)  0.082
H (6.3935, -1.0184, 3.8798)  0.091
H (4.3856, 0.8538, 4.6082)  0.157
H (3.4570, -0.2695, 6.5523)  0.140
H (3.9422, -1.8684, 5.9231)  0.138
C (-1.4288, -5.8358, -4.0972)  -0.009
C (-1.7206, -4.5011, -3.4372)  -0.308
C (-1.8566, -4.5123, -1.9289)  -0.090
O (-2.7381, -3.4077, -1.6892)  0.046
C (-3.5017, -3.2461, -2.8037)  -0.569
O (-4.4481, -2.5313, -2.8763)  0.166
O (-3.0249, -4.0054, -3.8125)  0.085
H (-0.4828, -5.8111, -4.6340)  0.082
H (-1.3785, -6.6418, -3.3646)  0.082
H (-2.2163, -6.0726, -4.8106)  0.092
H (-0.9970, -3.7408, -3.7414)  0.156
H (-0.9230, -4.3556, -1.3946)  0.140
H (-2.3399, -5.4259, -1.5746)  0.138

# 3
DFT (the ωB97M-V functional and the def2-TZVPD basis) results for a 2-piece molecular cluster, C20H32ClIN4O overall at a distorted geometry.

Output
Total charge: 0
Gap between HOMO and LUMO: 0.14399 Eh
Spin multiplicity: 1
Highest occupied orbital energy: -5.622 eV
E_LUMO: -1.704 eV

Last column: Löwdin charge in e.
Positions of all 59 atoms, in Å:
C (-2.8916, -1.6895, -1.2652)  -0.137
O (-2.1809, -0.6101, -1.8443)  -0.255
C (-2.1167, -0.7748, -3.2840)  -0.306
C (-1.0265, -1.8059, -3.6770)  -0.182
C (0.1621, -1.7768, -2.7078)  -0.213
C (0.9502, -0.4392, -2.7561)  -0.178
C (1.3204, 0.1328, -1.3628)  -0.207
C (2.8349, 0.1088, -1.0391)  -0.188
C (3.0968, -1.2178, -0.2794)  -0.223
C (4.4181, -1.3067, 0.5092)  -0.199
C (4.4019, -0.4879, 1.8523)  -0.213
C (3.0342, 0.1008, 2.2088)  -0.270
N (1.9495, -0.8161, 2.5612)  -0.416
I (2.3733, -2.7625, 3.1154)  1.060
C (0.6496, -0.4936, 2.5373)  -0.432
N (-0.3259, -1.3809, 2.8153)  0.122
C (-1.4495, -0.6987, 2.6152)  -0.043
N (-1.1999, 0.5461, 2.2598)  0.017
C (-2.2020, 1.5311, 1.9471)  -0.222
C (-2.9155, 2.2036, 2.9068)  -0.017
C (-3.8578, 3.1015, 2.4791)  -0.076
C (-4.0831, 3.3397, 1.1466)  -0.057
C (-3.3409, 2.6804, 0.1850)  -0.033
C (-2.3988, 1.7822, 0.6088)  -0.009
N (0.1502, 0.7219, 2.2182)  0.042
C (0.7181, 2.0136, 1.8754)  0.033
H (-3.5059, -2.2414, -1.9851)  0.061
H (-3.5622, -1.2824, -0.4955)  0.074
H (-2.2033, -2.3964, -0.7607)  0.074
H (-1.9080, 0.1822, -3.7779)  0.106
H (-3.1490, -1.1368, -3.6621)  -0.173
H (-0.7095, -1.6076, -4.7070)  0.115
H (-1.4892, -2.8014, -3.6316)  0.108
H (0.8742, -2.5693, -2.9899)  0.103
H (-0.1867, -2.0360, -1.7018)  0.084
H (1.8603, -0.6113, -3.3447)  0.104
H (0.3713, 0.3023, -3.3172)  0.103
H (0.9128, 1.1537, -1.3148)  0.095
H (0.7449, -0.4643, -0.6402)  0.086
H (3.1751, 1.0097, -0.5137)  0.096
H (3.4081, 0.0692, -1.9731)  0.109
H (3.1318, -1.9981, -1.0525)  0.125
H (2.2174, -1.4398, 0.3201)  0.063
H (4.6229, -2.3662, 0.7024)  0.086
H (5.2394, -0.9694, -0.1337)  0.110
H (4.8850, -1.0471, 2.6583)  0.080
H (5.0617, 0.3780, 1.7030)  0.115
H (2.7714, 0.7597, 1.3831)  0.077
H (3.1789, 0.7734, 3.0717)  0.124
H (-2.4778, -1.0218, 2.6961)  0.164
H (-2.7473, 2.0237, 3.9649)  0.126
H (-4.4611, 3.6702, 3.1804)  0.116
H (-4.8326, 4.0419, 0.7960)  0.118
H (-3.4483, 2.8332, -0.8842)  0.130
H (-1.7969, 1.2551, -0.1354)  0.122
H (0.0526, 2.8361, 2.1404)  0.109
H (1.6350, 2.1835, 2.4411)  0.091
H (0.9819, 2.0463, 0.8143)  0.091
Cl (-4.7168, -1.5311, -4.4760)  -0.392

Which formula does entry 1 have? C20H32Br6NS